1.
Entry from the OMol25 dataset: a cluster of 11 separate species, C44H82O22 in total at a distorted geometry (ωB97M-V with the def2-TZVPD basis set).

Max |F| = 4.77 eV/Å
E_LUMO = 0.39 eV
Kohn-Sham gap = 10.339 eV

```
148
Properties=species:S:1:pos:R:3:forces:R:3
O -22.31561 25.06476 -2.95199 0.406 0.673 0.583
O -20.70791 19.01541 -7.05490 -1.251 0.521 1.875
O -21.68996 22.19126 -14.31052 0.777 1.020 -0.263
O -14.67650 22.02523 -8.71035 -1.323 -0.379 -0.502
O -19.43455 16.40843 -11.72411 0.365 1.415 3.037
O -21.96346 21.24733 -12.24424 0.704 0.650 -2.619
O -28.91732 20.86653 -5.94754 -1.078 0.288 0.924
O -25.26472 17.64882 -9.17040 1.109 0.306 0.095
O -28.42778 18.87581 -6.97049 -0.312 1.918 1.136
O -25.06558 19.46904 -10.46254 -1.799 -2.814 0.638
O -26.18175 26.06104 -7.40388 -0.180 0.798 -0.658
O -28.74852 22.32408 -9.82377 1.558 0.420 -0.058
O -28.55159 21.55260 -11.93250 -0.141 -0.139 0.834
O -17.72111 24.70307 -9.21389 0.190 0.178 -0.004
O -19.61018 17.97774 -10.03141 -0.236 -0.118 -0.068
O -15.22693 19.76940 -8.68262 0.354 0.782 -0.451
O -24.47643 25.10054 -8.49813 -0.175 -1.131 -1.044
O -21.57716 26.84620 -1.68561 -1.260 -2.010 -3.919
O -24.28903 21.70796 -8.43799 -0.514 -0.229 2.628
O -21.83901 19.79768 -5.20309 -0.299 -0.360 -0.128
O -16.51985 23.76159 -10.83516 1.076 -0.523 -1.240
O -24.35138 22.23755 -6.20679 0.131 0.033 -1.045
C -23.06191 24.11937 -13.64339 0.690 -0.443 -0.161
C -17.58330 20.31129 -8.02795 1.046 1.110 -0.727
C -21.63121 23.54243 -13.81833 -1.065 1.272 -0.098
C -27.10090 18.12697 -10.56883 0.843 -0.968 0.890
C -27.24346 16.75197 -9.86247 -2.059 -0.152 -0.716
C -23.79708 22.31450 -7.28058 -0.884 -0.737 0.094
C -25.74049 18.47139 -10.12002 2.919 3.765 0.221
C -30.07428 21.91988 -9.67398 -1.712 -0.258 0.944
C -16.59057 19.89994 -9.14818 -1.380 -0.606 0.641
C -31.14136 21.53017 -5.08272 -0.384 0.063 -0.706
C -21.52448 19.85179 -14.16938 -0.383 -0.012 -0.935
C -20.77041 20.50807 -4.56419 0.345 -0.309 0.642
C -21.85273 26.33397 -2.79992 1.285 1.630 2.829
C -30.62816 22.72490 -8.48640 0.138 -0.256 -0.309
C -18.68119 22.80737 -10.24783 0.897 -0.085 -0.238
C -14.39315 20.85630 -8.63878 0.321 0.471 0.423
C -26.69894 22.58218 -10.96707 2.001 0.286 1.035
C -22.11080 22.37935 -8.88139 0.382 0.714 -1.634
C -28.05878 22.08502 -10.95723 -2.016 -0.158 -2.110
C -15.47876 24.76432 -10.72884 0.971 1.016 0.681
C -28.34794 25.21195 -6.68273 1.401 -0.191 -0.296
C -22.56915 24.76617 -4.31357 -0.941 -1.169 -0.739
C -22.00981 18.16112 -10.72715 -0.328 0.087 -0.226
C -21.57176 26.94247 -4.18727 -0.537 -0.008 0.419
C -12.95565 20.49240 -8.35032 -0.604 -0.030 -0.486
C -21.74046 21.18881 -13.46844 -0.720 -2.058 2.949
C -22.10640 25.88958 -5.18464 0.820 1.395 0.291
C -22.99275 18.42374 -6.74272 -0.548 0.059 0.204
C -24.37115 27.41422 -8.12777 -0.149 0.883 -0.759
C -26.21531 16.68938 -8.75289 -0.766 -0.135 -0.390
C -25.04453 26.08392 -8.12585 0.315 -0.075 2.259
C -26.89388 20.62582 -7.14668 0.624 1.252 0.436
C -26.94602 24.85735 -7.27669 -1.142 -0.234 0.353
C -28.15955 20.04526 -6.64524 -0.137 -2.594 -1.689
C -17.58231 23.84337 -10.05193 -0.624 0.521 0.830
C -21.71105 19.08292 -6.33628 1.694 0.133 -1.821
C -23.44542 21.96669 -9.52884 0.689 0.853 -0.068
C -20.61443 18.75749 -10.70617 -0.442 0.413 -0.643
C -19.13734 16.86149 -10.59759 0.567 -0.930 -2.381
C -30.15404 20.39766 -5.31789 -0.180 -0.231 -0.103
C -22.50062 23.01053 -7.57224 -0.127 -0.386 0.117
C -14.29757 24.60375 -11.69565 -0.905 -0.855 -0.792
C -18.04940 16.24453 -9.69980 -0.965 -0.035 -0.196
C -21.33176 21.19778 -3.30028 0.483 -0.052 -1.266
H -27.76267 18.88151 -10.14358 -0.182 0.008 -0.392
H -22.08072 18.99527 -13.78851 0.088 0.394 0.737
H -21.02699 23.69123 -12.92341 -0.328 -0.812 0.413
H -26.46017 24.19536 -6.55988 0.240 -0.056 -0.104
H -28.92556 25.93482 -7.25886 0.235 0.002 -0.119
H -22.66469 18.84696 -11.26460 0.160 0.123 -0.244
H -22.11613 23.84051 -4.66858 0.324 -0.147 0.782
H -14.95966 24.71425 -9.77170 -0.801 -0.188 0.494
H -21.71349 23.09284 -9.60331 0.551 0.038 0.233
H -24.21196 27.84528 -7.13936 -0.198 -0.299 0.088
H -13.87776 23.61335 -11.51965 0.040 -0.090 -0.332
H -22.72035 24.07779 -7.60008 0.187 -0.055 -0.136
H -22.07577 27.89016 -4.37692 -0.119 0.021 0.585
H -21.07713 24.16567 -14.52025 -0.171 -0.542 -0.673
H -14.59501 24.72829 -12.73686 -0.141 -0.406 -0.121
H -23.41410 27.32512 -8.64179 -0.107 -0.081 0.102
H -26.21147 22.75721 -11.92615 -0.799 0.002 -0.211
H -26.07754 20.05657 -6.70212 0.073 -0.271 -0.556
H -24.98187 28.12733 -8.68149 -0.031 0.137 0.024
H -31.83637 21.21507 -4.30441 0.366 0.264 0.464
H -19.15956 22.90584 -11.22229 -0.229 0.328 0.116
H -23.72146 23.93637 -14.49168 0.295 -0.415 -0.211
H -20.22765 21.14290 -5.26454 -0.447 0.394 -0.120
H -20.47250 19.57311 -14.23086 0.084 0.203 0.270
H -23.01370 25.20786 -13.61239 0.052 -0.014 0.631
H -22.06778 21.95653 -3.56612 -0.082 -0.142 0.160
H -16.67595 20.51439 -10.04443 0.392 0.436 0.289
H -12.96260 20.25351 -7.28684 0.512 -0.718 -0.174
H -18.50711 15.39720 -9.18930 -0.061 -0.059 0.080
H -21.75785 20.45345 -2.62758 -0.012 0.118 -0.062
H -20.47774 21.68483 -2.82960 -0.121 0.057 0.226
H -30.66232 22.49196 -4.89945 0.030 -0.168 0.494
H -26.66657 21.64551 -6.83579 -0.436 0.014 0.210
H -22.92226 17.87468 -7.68170 0.383 0.029 0.293
H -27.03121 24.32491 -8.22398 0.114 0.173 -0.103
H -15.93056 25.75307 -10.80854 -0.132 -0.087 -0.019
H -22.04246 17.20723 -11.25359 0.135 -0.060 0.092
H -17.20793 21.28742 -7.72076 -0.105 0.044 0.666
H -28.92009 24.28688 -6.61218 0.033 0.035 0.156
H -25.80236 15.68688 -8.64081 0.467 0.212 -0.201
H -26.64297 16.96456 -7.78880 0.066 0.322 -0.029
H -26.88681 20.67011 -8.23576 0.178 -0.556 0.045
H -27.15788 15.95077 -10.59654 0.211 -0.077 0.143
H -28.13382 25.61237 -5.69181 -0.427 0.031 0.073
H -23.35805 17.77956 -5.94292 -0.028 -0.031 -0.008
H -19.35028 22.95450 -9.40003 -0.113 -0.166 -0.404
H -20.62829 19.76549 -10.29163 0.119 -0.299 0.789
H -22.53470 18.07340 -9.77589 0.555 -0.129 0.254
H -21.86345 19.90847 -15.20378 0.119 0.352 -0.124
H -21.36292 21.60686 -8.70240 -0.305 -0.370 -0.271
H -31.70821 22.60688 -8.39891 -0.025 -0.059 -0.099
H -19.99747 19.82213 -4.21757 -0.098 -0.467 -0.148
H -30.61786 19.61207 -5.91438 0.273 0.023 -0.182
H -31.83030 21.70487 -5.90911 0.325 -0.093 -0.436
H -12.66825 19.73660 -9.08126 0.279 -0.507 0.729
H -22.97539 26.32789 -5.67539 0.368 -0.148 -0.514
H -30.72584 22.05506 -10.53729 0.520 0.332 -0.387
H -17.65312 19.61020 -7.19627 0.167 0.016 -0.187
H -12.31130 21.35907 -8.49797 -0.335 0.049 0.020
H -26.54131 23.44027 -10.31366 -0.046 -0.057 0.039
H -20.51451 27.20749 -4.17789 0.105 -0.428 -0.337
H -23.74878 19.19173 -6.90618 -0.070 0.137 0.124
H -30.18496 22.39735 -7.54599 0.115 0.072 -0.104
H -23.43369 21.17399 -10.27690 0.050 -0.178 0.562
H -17.22890 15.83056 -10.28590 -0.074 0.321 -0.058
H -26.99459 18.16356 -11.65301 -0.871 -0.189 0.015
H -30.13873 20.85549 -9.44814 0.253 -0.189 0.022
H -20.29034 18.98998 -11.72058 0.126 -0.624 -0.238
H -23.88631 22.85511 -9.98097 0.234 0.156 -0.457
H -29.94020 19.95928 -4.34312 0.577 -0.024 -0.129
H -18.28317 21.79276 -10.26337 0.057 0.090 0.198
H -18.58195 20.52225 -8.41041 -0.003 -0.471 -0.171
H -30.40916 23.78230 -8.63495 -0.036 0.019 0.015
H -23.63648 24.58805 -4.44462 -0.110 0.062 0.245
H -23.51281 23.64390 -12.77233 -0.098 0.435 0.131
H -21.77872 22.78386 -6.78765 -0.137 0.153 0.121
H -21.31069 25.57087 -5.85798 -0.374 0.106 -0.294
H -26.11523 21.75690 -10.55927 0.308 -0.087 0.343
H -28.23407 16.67632 -9.41407 -0.096 -0.163 -0.180
H -16.93384 18.91782 -9.47333 0.696 -0.236 -0.049
H -17.73750 16.95246 -8.93191 0.122 -0.092 -0.192
H -13.46936 25.30613 -11.60165 -0.370 0.292 0.783
```
Forces are in eV/Å.

Here are the Löwdin charges for atoms 1 to 4, given in e: number 1, O, carries 0.040; number 2, O, carries 0.070; number 3, O, carries 0.013; number 4, O, carries 0.101


2.
Entry from the OMol25 dataset: the molecule C4H10N2O (ωB97M-V with the def2-TZVPD basis set).

Max |F| = 0.81 eV/Å
E_LUMO = 0.88 eV
Kohn-Sham gap = 9.733 eV

```
17
Properties=species:S:1:pos:R:3:forces:R:3
O 2.25851 -0.30377 -0.99462 0.072 -0.146 -0.187
N 1.62876 1.04886 0.69628 -0.499 0.139 0.110
N -1.03951 0.04999 -0.02841 0.361 -0.309 0.164
C 0.14839 -0.79346 0.02018 0.063 -0.700 -0.166
C 1.43790 -0.01049 -0.15528 0.189 0.207 0.191
C -2.00965 -0.37585 -1.01778 -0.178 0.053 -0.314
C -1.64938 0.26156 1.27142 0.294 0.376 -0.183
H -2.54475 0.84412 1.14960 -0.694 -0.032 -0.192
H 0.16561 -1.53521 -0.77272 -0.148 0.300 -0.546
H 0.19484 -1.48921 0.86946 -0.002 0.558 0.590
H -1.05404 0.92866 1.89924 0.338 -0.417 0.175
H -2.53416 0.48793 -1.42426 -0.165 0.062 0.089
H -1.52328 -0.86110 -1.85943 0.168 0.048 -0.017
H -1.86673 -0.68460 1.78040 -0.059 0.074 0.194
H 0.81655 1.36446 1.20478 0.077 0.001 -0.087
H 2.19728 1.79969 0.33856 0.242 -0.129 0.023
H -2.75219 -1.08229 -0.63157 -0.061 -0.084 0.155
```
Forces are in eV/Å.

Here are the Löwdin charges for atoms 1 to 4, given in e: number 1, O, carries 0.057; number 2, N, carries 0.159; number 3, N, carries -0.264; number 4, C, carries -0.137


3.
Entry from the OMol25 dataset: a cluster of 2 separate species, C3H9NSi in total at a distorted geometry (ωB97M-V with the def2-TZVPD basis set).

Max |F| = 3.47 eV/Å
E_LUMO (alpha / beta) = -0.70 / -0.08 eV
Kohn-Sham gap (alpha / beta) = 8.324 / 7.247 eV

```
14
Properties=species:S:1:pos:R:3:forces:R:3
Si 0.84920 -0.57524 -0.32460 0.253 -0.473 0.696
N 2.53267 -0.54635 -0.22330 0.831 0.650 0.453
C -3.29691 -0.33933 -0.05132 0.454 1.335 -0.414
C 0.05664 1.09549 -0.75917 -2.063 -2.376 -0.779
C 2.06505 -0.82881 1.18765 -1.509 2.910 -1.141
H 3.37396 -0.00964 -0.44276 -0.624 -0.295 0.209
H -3.01968 0.11846 0.84101 0.168 0.384 1.627
H -3.01706 0.23277 -0.89343 -0.105 0.153 -1.064
H -3.56240 -1.33065 -0.10452 -0.600 -1.930 -0.156
H 0.53721 1.80052 -0.16012 0.562 1.547 0.758
H -1.07818 1.01419 -0.63042 1.784 0.437 -0.106
H 1.96675 0.05554 1.95910 0.786 -2.015 -1.371
H 0.30017 1.13817 -1.82521 -0.100 0.572 0.120
H 2.29257 -1.82512 1.42710 0.165 -0.898 1.168
```
Forces are in eV/Å.

Here are the Löwdin charges for atoms 1 to 4, given in e: number 1, Si, carries 0.638; number 2, N, carries -0.257; number 3, C, carries 0.107; number 4, C, carries -0.243


What are the relative energy (zero: lowest compared OMol25 entry of this formula, charge and spin) values for these records? In order: 1.613 1.334 4.636 eV.